Entry from the Open Molecules 2025 dataset: a single C23H26FN3O3S molecule at a distorted geometry (ωB97M-V/def2-TZVPD).

Last column: Löwdin charge in e.
CARTESIAN COORDINATES (ANGSTROEM)
C (1.13, 3.64, 1.83)  -0.073
O (1.81, 3.68, 0.60)  -0.081
C (2.56, 2.61, 0.23)  -0.286
C (3.29, 2.76, -0.95)  0.004
C (4.16, 1.78, -1.37)  -0.003
C (4.30, 0.64, -0.60)  -0.250
F (5.23, -0.28, -1.00)  0.044
C (3.56, 0.42, 0.55)  -0.134
C (3.74, -0.84, 1.36)  -0.124
N (2.99, -2.02, 0.99)  -0.158
C (3.40, -2.74, -0.20)  -0.181
C (2.71, -2.28, -1.49)  -0.165
C (1.19, -2.33, -1.31)  -0.161
C (0.80, -1.47, -0.11)  -0.304
C (-0.70, -1.51, 0.13)  -0.204
N (-1.06, -0.56, 1.17)  -0.119
S (-1.34, 0.98, 0.63)  0.653
O (-0.24, 1.40, -0.20)  -0.269
O (-1.66, 1.78, 1.77)  -0.281
C (-2.80, 0.90, -0.42)  -0.195
C (-2.81, 1.62, -1.58)  -0.034
C (-3.96, 1.68, -2.38)  -0.050
C (-5.10, 1.03, -1.99)  -0.018
C (-5.12, 0.27, -0.80)  -0.143
C (-6.26, -0.42, -0.34)  -0.005
C (-6.19, -1.13, 0.83)  -0.043
C (-4.97, -1.16, 1.53)  -0.112
N (-3.89, -0.53, 1.14)  0.103
C (-3.94, 0.20, 0.00)  -0.202
C (1.56, -1.97, 1.13)  -0.147
C (2.69, 1.43, 0.95)  0.022
H (0.33, 2.90, 1.83)  0.052
H (1.82, 3.45, 2.66)  0.098
H (0.69, 4.63, 1.95)  0.097
H (3.17, 3.68, -1.51)  0.118
H (4.75, 1.90, -2.26)  0.118
H (4.80, -1.12, 1.34)  0.126
H (3.47, -0.62, 2.40)  0.125
H (4.48, -2.65, -0.31)  0.114
H (3.16, -3.79, -0.04)  0.121
H (3.02, -2.93, -2.31)  0.112
H (3.00, -1.26, -1.73)  0.098
H (0.69, -1.97, -2.21)  0.116
H (0.88, -3.37, -1.14)  0.119
H (1.08, -0.43, -0.31)  0.117
H (-1.01, -2.51, 0.45)  0.133
H (-1.24, -1.27, -0.80)  0.120
H (-1.87, -0.82, 1.72)  0.081
H (-1.91, 2.15, -1.86)  0.117
H (-3.95, 2.26, -3.29)  0.110
H (-6.00, 1.07, -2.58)  0.116
H (-7.17, -0.38, -0.92)  0.119
H (-7.04, -1.67, 1.21)  0.104
H (-4.87, -1.73, 2.44)  0.114
H (1.30, -1.35, 1.99)  0.120
H (1.22, -3.00, 1.34)  0.129
H (2.10, 1.27, 1.85)  0.118

**E_HOMO**: -7.709 eV
**Orbital gap**: 0.262 Ha
**ΔE to the lowest compared entry with this formula, charge and spin**: 162.6 kJ/mol

---

Entry from the Open Molecules 2025 dataset: a molecular structure, C23H26IN4O2RhS4 at a distorted geometry (ωB97M-V/def2-TZVPD).

Last column: Löwdin charge in e.
CARTESIAN COORDINATES (ANGSTROEM)
Rh (-0.02, 1.03, -0.55)  1.187
O (1.75, 1.11, -1.79)  -0.563
S (2.90, 0.10, -1.74)  1.118
C (2.20, -1.50, -2.21)  -0.294
C (-0.09, -2.33, -2.82)  -0.177
C (-1.52, -2.66, -2.38)  -0.195
C (-2.59, -1.69, -2.86)  -0.316
S (-2.97, -0.16, -1.98)  1.093
O (-1.74, 0.73, -1.93)  -0.632
C (-3.21, -0.72, -0.30)  -0.384
C (-2.95, 0.19, 0.71)  -0.115
C (-3.19, -0.16, 2.03)  -0.057
C (-3.71, -1.41, 2.33)  -0.035
C (-4.01, -2.30, 1.31)  -0.024
C (-3.77, -1.96, -0.01)  -0.060
C (3.26, -0.08, 0.01)  -0.378
C (3.29, 1.11, 0.73)  -0.102
C (3.67, 1.09, 2.06)  -0.087
C (4.03, -0.11, 2.66)  -0.050
C (4.01, -1.28, 1.93)  -0.042
C (3.64, -1.28, 0.60)  -0.063
H (2.93, -2.25, -1.91)  0.103
H (2.22, -1.47, -3.30)  0.105
H (0.39, -3.23, -3.21)  0.137
H (-0.10, -1.62, -3.64)  0.122
H (-1.57, -2.80, -1.30)  0.087
H (-1.81, -3.63, -2.81)  0.132
H (-3.57, -2.17, -2.94)  0.102
H (-2.38, -1.32, -3.87)  0.102
H (-2.62, 1.20, 0.48)  0.090
H (-3.00, 0.55, 2.82)  0.115
H (-3.92, -1.68, 3.35)  0.122
H (-4.45, -3.26, 1.54)  0.127
H (-4.02, -2.66, -0.79)  0.117
H (3.02, 2.04, 0.25)  0.113
H (3.70, 2.01, 2.62)  0.115
H (4.34, -0.12, 3.70)  0.124
H (4.31, -2.21, 2.40)  0.127
H (3.67, -2.20, 0.05)  0.109
N (0.75, -0.63, 2.45)  0.172
C (0.67, 0.70, 2.49)  -0.678
N (0.38, 1.43, 1.44)  -0.047
C (0.32, 2.78, 1.76)  -0.312
C (0.58, 3.07, 3.06)  -0.272
S (0.90, 1.61, 3.94)  1.143
C (-0.03, 3.63, 0.63)  -0.290
C (-0.18, 4.97, 0.49)  -0.278
S (-0.58, 5.37, -1.15)  1.171
C (-0.54, 3.70, -1.58)  -0.636
N (-0.24, 2.91, -0.55)  -0.092
N (-0.79, 3.26, -2.80)  0.156
H (0.65, -1.13, 1.58)  0.011
H (0.99, -1.17, 3.27)  0.109
H (0.57, 4.02, 3.56)  0.095
H (-0.07, 5.74, 1.23)  0.096
H (-1.00, 3.90, -3.55)  0.132
H (-0.81, 2.27, -2.99)  0.085
I (0.40, -4.15, 1.40)  -0.213
C (0.80, -1.81, -1.70)  -0.248
H (0.83, -2.51, -0.86)  -0.023
H (0.32, -0.88, -1.31)  0.044

**E_HOMO (alpha / beta)**: -12.008 / -12.167 eV
**Orbital gap (alpha / beta)**: 0.099 / 0.103 Ha
**ΔE to the lowest compared entry with this formula, charge and spin**: 269.7 kJ/mol
**Total charge**: +2